Formula: C3H16O4
Source: the OMol25 dataset
Level of theory: wB97M-V/def2-TZVPD

Last column: natural (NBO) charge in e.
CARTESIAN COORDINATES (ANGSTROEM)
C  -0.13937  1.06973  -1.80240  -0.62
C  0.32660  0.47699  -0.38621  -0.39
C  -0.13119  -1.01139  -0.29935  -0.62
H  -1.22847  1.17321  -1.87293  0.22
H  0.38263  2.03892  -2.04244  0.21
H  0.17398  0.43410  -2.65033  0.21
H  1.41345  0.64797  -0.38150  0.19
H  -0.01907  1.02461  0.50596  0.18
H  0.41660  -1.66038  -0.93263  0.23
H  -1.16987  -0.99969  -0.67399  0.21
H  -0.13262  -1.45444  0.74254  0.18
O  -3.46951  0.31446  -1.00569  -0.95
H  -4.41188  0.43026  -0.84633  0.48
H  -3.03763  0.12383  -0.19334  0.47
O  -2.31917  0.48594  2.87536  -0.94
H  -2.55301  1.37574  2.66555  0.47
H  -1.59431  0.23365  2.33700  0.47
O  2.60088  -0.45282  2.78887  -0.93
H  3.01240  -1.27072  2.57001  0.47
H  1.69053  -0.55505  2.53196  0.47
O  3.12401  -0.78129  -1.61213  -0.93
H  3.85058  -1.37499  -1.54236  0.46
H  3.21445  -0.26863  -0.77562  0.47

Calculated values
LUMO energy: 0.375 eV
SMILES: CCC.O.O.O.O